No. 1
# C8H10N4O

A single C8H10N4O molecule at a distorted geometry (ωB97M-V/def2-TZVPD, the Open Molecules 2025 dataset).

```
23
Properties=species:S:1:pos:R:3:forces:R:3:nbo_charge:R:1
C -2.486 0.802 -0.873 0.863 0.991 2.085 -0.41
C -1.858 -0.867 0.899 1.117 -3.338 3.282 -0.47
C -0.170 0.382 -0.081 3.213 -5.498 -0.495 0.12
C 0.253 1.628 0.207 1.445 5.224 -0.064 -0.24
C 1.611 1.888 0.311 1.634 1.021 2.530 -0.17
C 2.482 0.717 0.090 -1.642 4.526 0.035 0.07
C 1.969 -0.541 -0.285 4.281 1.928 2.089 0.00
C 0.690 -0.764 -0.106 -5.374 -1.662 1.316 0.13
H -2.598 2.023 -0.557 -0.242 -3.533 0.034 0.18
H -1.988 0.959 -1.800 -0.384 -0.290 -1.379 0.20
H -3.436 0.134 -0.869 1.580 1.807 -0.264 0.23
H -2.765 -1.090 0.430 -2.756 -0.361 1.522 0.21
H -1.573 -0.582 2.055 -1.599 0.051 -2.709 0.19
H -1.415 -2.015 0.906 -1.306 3.395 0.519 0.25
H -0.544 2.456 0.270 1.497 -1.322 0.211 0.24
H 2.181 2.847 0.924 -2.119 -2.677 -2.376 0.25
H -0.690 -1.944 -0.510 0.551 -1.395 0.613 0.37
H 0.736 -2.730 -0.618 -1.203 0.732 2.244 0.37
N -1.410 -0.042 -0.141 -5.047 1.865 -1.141 -0.46
N 3.764 0.756 0.159 1.534 -0.755 -1.480 -0.08
N 3.009 -1.278 -0.269 2.374 -4.045 -2.394 -0.08
N 0.104 -2.208 0.144 3.349 2.249 -6.370 -0.79
O 4.133 -0.532 -0.287 -1.765 1.087 2.193 -0.12
```
Positions in Å, forces in eV/Å.

Values from the calculation:
SMILES string: CN(C)c1ccc2nonc2c1N
Energy, hartree: -604.7807
Energy above the lowest of the compared OMol25 structures with the same formula, charge and spin, kcal/mol: 198.6
Total charge: 0
Orbital gap, eV: 7.1
HOMO, eV: -7.928

No. 2
# C3H6ClN2

A gas-phase ion, C3H6ClN2 (charge +1) at a distorted geometry (ωB97M-V/def2-TZVPD, the Open Molecules 2025 dataset).

```
12
Properties=species:S:1:pos:R:3:forces:R:3:nbo_charge:R:1
C 1.616 -0.166 0.529 0.701 -0.964 -1.510 0.22
C -1.411 0.544 0.176 -0.406 -0.405 0.162 0.13
C -0.643 -0.792 -0.109 -2.311 0.436 3.193 -0.34
N -1.169 1.708 -0.189 0.425 1.321 -0.528 -0.58
N 0.721 -0.570 -0.301 2.950 0.873 -1.924 -0.42
Cl 3.177 0.218 -0.061 -1.184 -0.136 0.813 0.18
H 1.378 -0.294 1.553 0.231 0.572 1.170 0.25
H -2.356 0.329 0.751 0.845 0.372 -0.529 0.20
H -0.947 -1.476 0.777 0.978 0.735 -1.778 0.26
H -1.014 -1.072 -1.043 -0.894 -1.267 -1.216 0.26
H -0.391 2.114 -0.782 -0.887 -1.459 1.033 0.38
H 1.041 -0.543 -1.301 -0.449 -0.079 1.114 0.45
```
Positions in Å, forces in eV/Å.

Values from the calculation:
SMILES string: [H]/N=C\C/[NH+]=C/Cl
Energy, hartree: -687.2791
Energy above the lowest of the compared OMol25 structures with the same formula, charge and spin, kcal/mol: 51.0
Total charge: +1
Orbital gap, eV: 8.1
HOMO, eV: -13.873

No. 3
# C36H100AsB2F14N8O20

A molecular structure, C36H100AsB2F14N8O20 at a distorted geometry (ωB97M-V/def2-TZVPD, the Open Molecules 2025 dataset).

```
181
Properties=species:S:1:pos:R:3:forces:R:3:lowdin_charge:R:1
C 5.354 -1.533 -2.325 -0.550 1.005 1.695 -0.03
C 3.948 -2.189 -2.305 2.429 -0.391 -0.443 -0.38
C 3.753 -2.927 -3.598 1.407 -2.691 -0.374 -0.21
O 4.099 -2.171 -4.731 -0.152 1.312 -0.921 -0.25
C 4.442 -2.888 -5.927 -0.475 0.347 0.014 -0.05
N 3.861 -3.180 -1.176 -2.223 1.613 -1.099 0.08
H 3.905 -2.621 -0.341 0.316 -0.584 0.666 0.05
H 2.222 -4.216 -1.264 -1.330 -0.554 -0.668 0.12
H 4.382 -4.039 -1.191 0.734 0.374 -0.218 0.10
H 5.440 -0.579 -2.855 -0.244 -0.402 -0.628 0.06
H 6.081 -2.258 -2.677 0.285 0.097 0.091 0.08
H 5.569 -1.164 -1.287 0.103 -0.807 -0.647 0.09
H 3.203 -1.395 -2.289 -0.360 -0.197 0.806 0.12
H 2.729 -3.335 -3.559 0.286 -0.055 -0.784 0.13
H 4.562 -3.761 -3.683 -1.611 0.593 0.874 0.15
H 4.928 -3.788 -5.629 0.690 -0.746 0.065 0.07
H 5.089 -2.309 -6.618 -0.314 0.000 0.877 0.11
H 3.560 -3.185 -6.489 -0.327 0.068 0.025 0.09
C 0.808 -1.353 -0.493 0.543 1.791 -1.249 0.01
C 0.689 -0.156 0.369 0.219 0.703 1.848 -0.31
C 1.269 1.155 -0.140 0.277 -0.559 -1.317 -0.12
O 0.589 1.490 -1.382 0.548 -0.183 1.964 -0.20
C 0.199 2.866 -1.422 0.830 -0.397 0.638 -0.06
N -0.745 0.055 0.698 -0.004 2.568 -1.556 0.23
H -1.248 0.252 -0.178 0.055 0.397 0.017 0.14
H -1.254 -0.702 1.064 -0.678 -2.093 1.377 0.08
H -0.880 0.864 1.325 0.015 -0.464 -0.195 0.13
H 0.382 -2.188 -0.079 -1.104 -2.165 1.445 0.05
H 1.850 -1.556 -0.622 0.496 -0.159 -0.536 0.06
H 0.254 -1.157 -1.402 0.294 -0.056 -0.722 0.10
H 1.163 -0.313 1.336 0.154 -0.235 0.055 0.13
H 2.356 1.039 -0.307 -0.332 -0.256 -0.123 0.13
H 1.215 1.955 0.597 -0.526 0.118 0.060 0.10
H 0.977 3.365 -2.003 -0.353 0.639 0.157 0.08
H 0.019 3.337 -0.428 0.547 -0.368 -0.535 0.10
H -0.741 2.799 -1.877 -1.244 0.656 -1.160 0.05
C -2.439 -6.496 1.198 0.027 -1.150 -0.862 -0.03
C -3.336 -5.411 0.539 -0.205 -3.246 0.545 -0.34
C -4.322 -4.831 1.473 0.832 0.611 0.672 -0.22
O -5.308 -4.258 0.684 0.198 0.599 -1.237 -0.17
C -6.405 -3.810 1.373 -2.021 -0.422 2.904 -0.13
N -2.589 -4.419 -0.214 -1.191 1.415 -0.890 0.21
H -3.268 -3.597 -0.318 1.455 -1.130 -0.365 0.20
H -1.706 -4.098 0.244 -0.492 -0.230 0.429 0.11
H -2.375 -4.927 -1.071 0.375 0.840 -0.434 0.15
H -1.596 -6.814 0.523 -1.209 0.162 0.334 0.08
H -3.094 -7.380 1.435 0.691 0.771 -0.379 0.10
H -1.915 -6.236 2.100 -0.228 0.654 0.521 0.06
H -4.020 -5.981 -0.161 1.071 0.765 0.142 0.18
H -3.819 -4.097 2.131 -0.567 -0.251 0.064 0.14
H -4.691 -5.687 2.010 -0.488 -0.189 0.754 0.13
H -7.239 -3.490 0.759 0.289 -0.167 -0.726 0.08
H -6.238 -2.942 2.064 0.411 -0.681 -0.447 0.10
H -6.829 -4.675 2.023 0.591 1.285 -0.807 0.12
C -5.936 1.038 -3.927 -0.725 0.004 0.098 -0.02
C -4.680 0.785 -4.747 -1.013 -1.018 2.432 -0.34
C -4.852 1.203 -6.128 0.941 1.405 -1.253 -0.17
O -4.725 2.623 -6.133 0.427 -0.573 0.952 -0.20
C -5.588 3.316 -6.965 0.247 -0.475 -2.278 -0.10
N -3.566 1.457 -4.052 -1.546 1.812 1.781 0.24
H -3.593 2.471 -4.174 -0.456 0.039 -0.136 0.17
H -3.584 1.299 -2.995 0.416 -0.308 -1.485 0.15
H -2.737 1.172 -4.475 2.704 -1.424 -0.483 0.08
H -5.701 0.788 -2.887 -0.275 0.520 0.008 0.08
H -6.795 0.366 -4.187 0.863 0.662 -0.183 0.11
H -6.228 2.109 -4.072 0.033 -0.879 0.498 0.11
H -4.415 -0.249 -4.643 0.084 -0.743 -0.383 0.16
H -5.823 0.878 -6.443 -0.623 -0.121 -0.400 0.13
H -4.101 0.807 -6.790 0.358 -0.428 -0.398 0.14
H -5.713 4.291 -6.566 -0.342 0.852 0.411 0.08
H -6.545 2.763 -7.021 0.209 0.568 -0.281 0.10
H -5.106 3.453 -8.001 -0.947 -0.366 1.183 0.12
C 4.477 2.711 1.837 1.194 -0.565 0.108 -0.03
C 4.114 2.646 3.287 -0.617 -0.220 0.958 -0.33
C 4.300 4.009 3.902 -0.850 -0.027 0.987 -0.18
O 3.686 4.101 5.178 -0.011 -2.767 -0.253 -0.18
C 3.643 5.367 5.675 1.167 1.407 0.433 -0.14
N 2.703 2.156 3.388 -0.209 -0.395 0.129 0.17
H 2.045 2.708 2.676 0.842 -0.100 1.557 0.09
H 2.756 1.143 3.185 -0.243 0.483 -0.034 0.10
H 2.354 2.204 4.367 0.105 0.396 -0.875 0.15
H 5.453 3.220 1.794 -0.318 -0.181 -0.444 0.10
H 3.724 3.260 1.310 -0.299 0.571 -0.355 0.07
H 4.551 1.711 1.405 0.171 0.240 0.025 0.07
H 4.730 1.958 3.889 -0.186 -0.055 -0.467 0.16
H 3.790 4.761 3.327 0.338 0.540 -0.898 0.12
H 5.381 4.098 3.994 0.183 0.717 -0.128 0.14
H 4.680 5.755 5.767 -0.434 0.135 0.182 0.10
H 3.158 5.397 6.643 -0.020 -0.267 0.163 0.10
H 3.101 6.004 5.005 -0.392 0.682 -0.444 0.07
C -4.854 4.317 1.596 1.507 -0.437 1.388 0.01
C -3.436 4.904 1.608 1.033 -0.865 -0.150 -0.27
C -3.154 6.093 2.447 -1.227 0.560 1.839 -0.18
O -3.647 5.793 3.766 0.769 -0.633 -0.134 -0.21
C -3.173 6.638 4.810 0.565 0.336 -1.383 -0.07
N -2.536 3.847 2.291 -0.845 1.415 0.871 0.23
H -1.547 4.092 2.227 0.504 0.582 -0.491 0.08
H -2.769 3.924 3.315 -0.071 -0.576 -1.102 0.18
H -2.644 2.948 1.895 -0.624 -1.622 -0.245 0.09
H -5.077 3.923 2.600 0.008 0.192 -0.279 0.10
H -4.868 3.489 0.921 -0.224 -0.395 -0.533 0.05
H -5.603 5.017 1.363 -0.820 1.020 -0.496 0.08
H -3.057 5.162 0.598 -0.084 -0.737 0.507 0.16
H -3.718 6.916 2.070 -0.339 0.968 -0.455 0.13
H -2.107 6.351 2.533 0.284 -0.082 -0.448 0.11
H -2.112 6.974 4.698 -0.483 -0.606 -0.120 0.10
H -3.278 6.083 5.719 -0.256 0.090 0.576 0.09
H -3.758 7.535 4.712 -0.366 0.594 0.794 0.09
C 2.290 -3.329 5.870 1.893 -0.659 -0.699 0.00
C 2.651 -3.327 4.366 0.651 0.131 0.062 -0.30
C 3.014 -4.718 3.813 1.827 1.639 0.481 -0.19
O 1.855 -5.476 3.551 0.772 1.771 0.472 -0.17
C 2.200 -6.808 3.556 0.919 -1.523 -0.622 -0.11
N 1.498 -2.909 3.574 -0.986 -0.696 -0.128 0.22
H 1.694 -2.814 2.579 0.251 -0.844 -0.379 0.13
H 0.722 -3.567 3.782 0.076 0.569 -0.627 0.14
H 1.230 -1.978 3.761 -0.863 1.497 0.985 0.10
H 1.540 -4.056 6.137 -1.056 0.467 -0.097 0.09
H 2.298 -2.334 6.299 -0.877 0.091 0.026 0.09
H 3.139 -3.809 6.351 0.493 0.116 0.047 0.08
H 3.462 -2.580 4.139 -0.650 -1.007 0.487 0.14
H 3.659 -5.123 4.596 -0.288 -0.691 0.185 0.12
H 3.790 -4.554 2.988 -1.598 -0.570 0.106 0.16
H 2.270 -7.265 4.562 0.111 0.415 -0.269 0.10
H 3.178 -6.900 3.015 -0.723 -0.457 0.438 0.11
H 1.435 -7.327 3.003 -0.209 -0.396 -0.223 0.09
C 3.705 2.118 -4.135 -2.113 0.769 -0.246 -0.02
C 2.408 1.298 -4.074 -1.051 -0.242 -1.419 -0.24
C 1.166 2.116 -4.763 1.901 0.166 2.278 -0.16
O 1.534 2.543 -6.051 0.301 -1.385 1.013 -0.18
C 0.481 3.039 -6.806 0.426 0.809 -1.759 -0.10
N 2.593 0.061 -4.970 -0.990 1.326 -0.132 0.20
H 2.679 0.436 -5.899 -0.150 0.269 -0.756 0.14
H 3.395 -0.560 -4.877 0.419 -0.317 0.856 0.10
H 1.722 -0.532 -4.951 -0.187 -0.222 0.160 0.09
H 3.642 2.603 -5.117 0.528 -0.197 0.014 0.08
H 4.627 1.570 -4.033 0.201 -0.070 0.420 0.07
H 3.531 2.956 -3.448 0.748 -0.284 0.225 0.09
H 1.995 0.926 -3.113 0.708 0.435 -0.360 0.13
H 0.940 2.988 -4.083 0.345 -0.607 -0.660 0.13
H 0.317 1.454 -4.679 -0.522 -0.333 -0.677 0.10
H 0.390 4.099 -6.659 -0.076 0.810 0.200 0.08
H -0.490 2.627 -6.639 -0.553 -0.874 0.368 0.08
H 0.763 2.900 -7.864 -0.288 -0.028 0.383 0.11
B -3.387 1.895 -0.581 -1.125 -0.876 0.729 -1.27
F -3.349 1.404 0.749 0.357 0.547 0.046 0.10
F -2.745 3.117 -0.685 0.115 -0.106 -0.106 0.15
F -2.782 0.877 -1.367 0.527 0.186 -0.533 0.09
F -4.727 1.973 -0.990 0.266 0.321 -0.211 0.12
B 4.003 -1.126 2.108 -1.416 1.760 -1.512 -1.24
F 5.076 -1.751 2.529 2.051 -1.038 0.589 0.24
F 4.251 -0.260 0.951 -0.178 -0.566 1.376 0.05
F 3.040 -2.030 1.613 -0.502 -0.467 -0.090 0.10
F 3.410 -0.428 3.233 0.073 -0.222 -0.812 0.07
As -0.757 0.635 4.292 -0.548 -0.624 0.423 0.75
F -1.578 -0.611 5.205 0.248 0.812 0.422 -0.23
F -0.260 -0.688 3.224 0.748 -0.026 0.106 -0.25
F 0.099 1.689 3.197 -0.127 0.043 -0.542 -0.23
F -1.162 2.067 5.183 -0.520 -0.669 0.011 -0.23
F 0.645 0.470 5.264 0.458 -0.298 -0.024 -0.22
F -2.181 0.712 3.332 -0.320 0.763 -0.406 -0.22
O 1.132 5.328 3.589 -0.794 0.199 -1.710 0.09
C 0.714 4.861 2.331 2.764 -3.798 1.316 -0.69
O 1.490 3.916 1.998 -0.193 0.612 -1.169 -0.06
O -0.326 5.135 1.757 -0.776 1.810 0.117 0.02
H 0.553 6.059 3.723 -0.695 1.251 0.853 0.08
O 1.102 -5.063 0.470 -1.190 -0.945 -2.485 0.07
C 0.611 -5.295 -0.829 1.983 1.295 0.995 -0.60
O -0.384 -5.889 -1.156 0.050 0.128 0.522 0.09
O 1.405 -4.697 -1.703 1.246 0.430 0.484 0.09
H 0.298 -5.127 1.009 -0.002 0.162 0.944 0.05
O -1.517 -3.242 3.759 -2.034 1.854 0.355 0.05
C -1.528 -3.191 2.386 0.512 -1.065 0.031 -0.78
O -0.870 -4.154 1.904 0.242 0.304 -0.268 -0.07
O -2.142 -2.345 1.721 -0.239 0.515 0.430 -0.01
H -2.188 -2.562 4.118 1.692 -1.117 -0.758 0.15
O -1.408 -2.302 -3.902 0.974 -0.414 0.909 0.04
C -0.693 -1.253 -4.445 -5.050 0.711 -1.876 -0.77
O -1.446 -0.300 -4.862 1.876 -0.527 1.120 -0.06
O 0.469 -1.547 -4.645 3.176 0.809 -0.155 0.00
H -0.641 -2.906 -3.759 -1.085 -0.114 0.138 0.11
```
Positions in Å, forces in eV/Å.

Values from the calculation:
Energy, hartree: -7058.5637
Total charge: +1
Orbital gap, eV: 9.9
HOMO, eV: -11.269

No. 4
# C22H31N3O4S

A single C22H31N3O4S molecule at a distorted geometry (ωB97M-V/def2-TZVPD, the Open Molecules 2025 dataset).

```
61
Properties=species:S:1:pos:R:3:forces:R:3:nbo_charge:R:1
C 1.255 2.742 4.858 0.239 -0.013 -0.165 -0.62
H 0.255 2.386 4.622 -0.127 -0.029 -0.014 0.20
H 1.483 2.470 5.884 -0.017 -0.022 0.112 0.21
H 1.264 3.826 4.780 -0.038 0.140 0.044 0.22
C 2.286 2.146 3.898 -0.272 0.275 0.067 -0.21
N 2.260 0.700 3.859 0.270 -0.061 0.116 -0.44
C 1.542 -0.039 2.984 -0.021 0.302 -0.195 0.67
O 1.552 -1.252 2.992 -0.063 -0.256 -0.046 -0.61
C 0.707 0.732 1.943 0.139 -0.205 0.164 -0.31
N -0.166 -0.171 1.253 0.135 0.079 -0.311 -0.34
C 0.005 -0.646 -0.004 0.073 -0.225 -0.209 0.12
C -1.009 -1.505 -0.320 0.141 -0.337 -0.786 -0.46
C -1.874 -1.576 0.806 -0.060 0.166 0.430 -0.08
C -3.052 -2.267 1.079 0.009 0.050 0.068 -0.18
C -3.628 -2.100 2.319 -0.120 -0.063 -0.019 -0.23
C -3.053 -1.267 3.283 0.007 0.058 0.081 -0.21
C -1.886 -0.575 3.035 0.119 0.060 0.019 -0.25
C -1.298 -0.732 1.786 -0.745 -0.454 -0.122 0.21
H -1.442 0.052 3.794 0.052 0.068 0.102 0.21
H -3.532 -1.170 4.246 -0.016 0.019 0.076 0.21
H -4.540 -2.625 2.561 -0.068 -0.054 0.005 0.21
H -3.477 -2.922 0.334 -0.069 -0.083 -0.040 0.23
S -1.307 -2.171 -1.910 -0.197 -0.001 0.051 2.21
O -0.083 -2.174 -2.670 0.106 0.316 0.170 -0.96
O -2.033 -3.410 -1.827 -0.249 0.174 0.312 -0.94
C -2.451 -0.952 -2.691 0.647 -0.586 0.608 -0.73
C -1.675 0.326 -2.819 -0.156 0.483 -0.091 0.67
O -1.468 0.998 -1.816 -0.031 0.080 0.127 -0.65
N -1.199 0.703 -4.023 -0.049 0.202 -0.083 -0.43
C -0.355 1.883 -4.055 0.193 0.356 0.296 -0.22
C 1.104 1.594 -3.679 -0.096 -0.124 -0.015 -0.40
C 1.611 0.228 -4.152 0.091 0.196 -0.053 -0.42
C 1.196 -0.149 -5.577 -0.009 -0.239 0.164 -0.40
C -0.141 -0.892 -5.607 -0.097 0.229 -0.133 -0.42
H -0.303 -1.320 -6.598 -0.048 -0.046 -0.027 0.21
C -1.337 0.006 -5.282 0.042 -0.559 -0.337 -0.20
H -1.441 0.768 -6.063 -0.073 -0.091 0.090 0.19
H -2.252 -0.588 -5.287 0.020 0.104 -0.036 0.20
H -0.097 -1.705 -4.881 -0.038 -0.029 -0.122 0.24
H 1.156 0.738 -6.214 0.059 0.044 -0.126 0.19
H 1.953 -0.816 -5.994 0.010 0.060 -0.072 0.22
H 2.701 0.237 -4.081 0.006 -0.045 0.052 0.21
H 1.247 -0.551 -3.480 0.117 0.053 0.008 0.23
H 1.203 1.640 -2.594 0.030 0.103 0.036 0.21
H 1.721 2.390 -4.104 0.018 0.039 0.044 0.20
H -0.768 2.609 -3.350 0.046 -0.019 -0.178 0.23
H -0.410 2.304 -5.061 -0.045 -0.067 0.036 0.19
H -3.258 -0.834 -1.974 -0.087 0.101 -0.011 0.26
H -2.806 -1.410 -3.606 0.032 -0.151 -0.042 0.25
H 0.837 -0.353 -0.614 0.155 0.152 -0.107 0.23
H 0.106 1.507 2.427 0.098 0.030 -0.101 0.22
H 1.374 1.198 1.213 -0.112 0.045 0.091 0.24
C 3.010 -0.034 4.870 -0.047 -0.331 0.124 -0.21
C 2.119 -0.575 5.984 0.126 0.053 -0.159 -0.62
H 2.723 -1.128 6.698 0.025 -0.078 0.126 0.21
H 1.607 0.229 6.508 -0.043 0.067 0.085 0.20
H 1.379 -1.249 5.561 -0.062 -0.066 0.008 0.23
H 3.496 -0.878 4.371 0.051 0.142 0.088 0.22
H 3.775 0.629 5.277 -0.011 0.000 -0.085 0.19
H 2.126 2.540 2.893 0.081 0.011 0.045 0.20
H 3.287 2.454 4.214 -0.069 -0.026 -0.165 0.20
```
Positions in Å, forces in eV/Å.

Values from the calculation:
SMILES string: CCN(CC)C(=O)Cn1cc(S(=O)(=O)CC(=O)N2CCCCCC2)c2ccccc21
Energy, hartree: -1720.3636
Energy above the lowest of the compared OMol25 structures with the same formula, charge and spin, kcal/mol: 23.8
Total charge: 0
Orbital gap, eV: 8.7
HOMO, eV: -8.150